Entry 1:
The following is a DFT calculation (the ωB97M-V functional and the def2-TZVPD basis) of a cluster of 2 separate species, C6H11N3O in total at a distorted geometry.

XYZ file:
```
21
Properties=species:S:1:pos:R:3:forces:R:3
C 0.346 -1.967 -0.195 -0.2461 -0.1005 0.0017
C 0.912 -0.608 -0.540 0.1294 -0.4057 0.2632
C 2.353 -0.490 -0.316 1.3335 1.4398 0.5260
N 3.442 -0.156 -0.064 -1.6536 -0.8842 -0.5319
N 0.341 0.107 -1.681 -0.0788 -0.0861 -0.5386
C 0.130 0.663 -0.363 0.3059 0.2103 0.4382
C -1.258 0.656 0.209 0.1543 -0.0166 0.0115
C -2.301 1.481 -0.444 -0.0703 0.2915 -0.0887
N -2.346 0.023 -0.524 -0.0412 -0.1302 -0.0151
H -0.738 -1.965 -0.346 0.2326 -0.0244 0.0135
H 0.789 -2.742 -0.835 -0.0874 0.1951 0.1470
H 0.545 -2.212 0.856 0.0345 0.1236 -0.2642
H 1.040 0.615 -2.218 -0.0932 -0.0661 0.1564
H 0.709 1.554 -0.102 -0.0551 -0.2938 -0.0273
H -1.288 0.524 1.294 -0.0386 -0.0073 -0.3031
H -3.079 1.950 0.160 0.1887 -0.1613 -0.1887
H -2.016 2.030 -1.345 -0.0485 -0.1253 0.2540
H -1.999 -0.277 -1.435 0.0139 0.0684 0.1230
O 1.469 -0.121 2.635 1.2501 0.9762 -0.9085
H 0.807 0.440 3.047 0.0873 0.1651 0.0312
H 2.141 0.495 2.205 -1.3175 -1.1685 0.9005
```
Positions in Å, forces in eV/Å.

Computed properties:
**E_tot**: -474.65145 Ha
**SMILES string**: C[C@@]1(C#N)N[C@H]1[C@H]1CN1.O
**ΔE to the lowest compared entry with this formula, charge and spin**: 3.121 eV
**LUMO level**: 0.571 eV
**Highest occupied orbital energy**: -9.7 eV

---

Entry 2:
The following is a DFT calculation (the ωB97M-V functional and the def2-TZVPD basis) of a cluster of 2 separate species, CH3N2PS in total at a distorted geometry.

XYZ file:
```
8
Properties=species:S:1:pos:R:3:forces:R:3
C -1.325 1.395 1.388 0.8253 -1.5546 -1.5350
N -1.518 1.758 2.468 -0.1074 0.2070 0.2407
N 0.753 -1.153 0.365 -0.1396 0.2854 -1.1383
P -0.460 -0.438 -0.606 -0.1156 0.5983 2.5493
S 0.576 0.832 -1.906 0.3247 -0.5702 0.3956
H 1.558 -1.503 -0.141 0.1710 0.4443 -0.0038
H 0.751 -1.548 1.313 -0.8883 0.6106 -0.6812
H -0.336 0.658 -2.881 -0.0702 -0.0209 0.1727
```
Positions in Å, forces in eV/Å.

Computed properties:
**E_tot**: -888.86647 Ha
**ΔE to the lowest compared entry with this formula, charge and spin**: 2.749 eV
**LUMO level (spin up / spin down)**: -1.914 / -1.913 eV
**Highest occupied orbital energy (spin up / spin down)**: -9.4 / -9.4 eV

---

Entry 3:
The following is a DFT calculation (the ωB97M-V functional and the def2-TZVPD basis) of a cluster of 2 separate species, C5H11N3 in total at a distorted geometry.

XYZ file:
```
19
Properties=species:S:1:pos:R:3:forces:R:3
C -0.747 0.766 -0.205 -1.7345 1.5693 -0.2839
C 2.255 0.289 0.805 0.1941 2.3191 1.8145
C -1.926 0.124 0.378 0.3762 0.2167 0.7994
C -1.651 -1.339 0.259 -0.2239 -2.0746 0.7137
C -0.293 -1.512 -0.477 -1.4361 1.7932 1.6397
N 0.181 -0.145 -0.553 3.2798 -0.4488 -0.5443
N -0.538 2.065 -0.405 0.8904 -1.8092 0.3131
N 3.018 0.205 -0.165 3.4480 0.8382 -0.2409
H 2.526 0.991 1.701 -0.8608 -1.6380 -1.0156
H -1.794 0.411 1.417 -0.1171 0.1556 0.7260
H -2.929 0.437 0.170 -0.4226 0.4274 -0.6263
H -1.854 -1.875 1.262 0.7315 0.5554 -1.8602
H -2.224 -1.766 -0.513 -1.9645 -0.6552 -0.2374
H 0.280 -2.328 -0.054 1.0011 0.3142 0.2407
H -0.393 -1.808 -1.532 -0.1348 0.0707 -0.1852
H -1.119 2.877 -0.228 -0.6110 -0.4649 0.2205
H 0.409 2.284 -0.647 0.4301 0.4048 -0.5371
H 4.062 0.571 -0.217 -2.3051 -0.6601 0.4948
H 2.739 -0.247 -0.996 -0.5407 -0.9137 -1.4313
```
Positions in Å, forces in eV/Å.

Computed properties:
**E_tot**: -360.55015 Ha
**ΔE to the lowest compared entry with this formula, charge and spin**: 6.874 eV
**Charge**: +2
**LUMO level (spin up / spin down)**: -11.618 / -11.013 eV
**Highest occupied orbital energy (spin up / spin down)**: -18.9 / -18.9 eV